# 1
DFT (ωB97M-V with the def2-TZVPD basis set) results for a cluster of 2 separate species, CH3FO2 in total at a distorted geometry.

Output
ΔE to the lowest compared entry with this formula, charge and spin ... 222.2 kcal per mole
HOMO level (spin up / spin down) ... -10.07 / -10.07 eV
Net charge ... 0
Kohn-Sham gap (spin up / spin down) ... 6.37 / 6.37 eV
LUMO level (spin up / spin down) ... -3.7020 / -3.7035 eV

Geometry as XYZ:
```
7
Properties=species:S:1:pos:R:3:forces:R:3:mulliken_charge:R:1
C -0.295 -0.060 -0.246 0.3 -0.7 0.6 -0.3362
O -0.906 0.522 -1.206 -0.3 1.4 -1.0 -0.2797
O 0.114 2.956 -1.081 -1.0 -1.2 -0.7 -0.1815
F 0.759 2.448 -0.019 0.7 -0.4 1.0 -0.0804
H -0.934 -0.363 0.610 0.1 0.1 -0.1 0.2861
H 0.352 0.769 0.227 0.3 0.6 0.1 0.3046
H 0.461 -0.813 -0.549 -0.1 0.1 0.1 0.2870
```
Forces are in eV/Å.



# 2
DFT (ωB97M-V with the def2-TZVPD basis set) results for a cluster of 2 separate species, C3H8ClNO3S in total at a distorted geometry.

Output
HOMO level (spin up / spin down) ... -3.92 / -8.75 eV
Net charge ... 0
Kohn-Sham gap (spin up / spin down) ... 3.57 / 5.02 eV
Spin multiplicity ... 3
LUMO level (spin up / spin down) ... -0.3489 / -3.7324 eV
<S²> ... 2.01

Geometry as XYZ:
```
17
Properties=species:S:1:pos:R:3:forces:R:3:mulliken_charge:R:1
C -2.780 0.366 0.252 2.2 -2.3 -3.1 -0.6621
C 1.133 1.050 0.543 3.0 -0.5 -0.5 -0.6169
C -1.692 0.145 1.249 -3.2 4.1 -0.7 0.2892
N 2.411 -0.211 -1.833 -2.6 -0.4 0.5 -0.5739
O 1.467 -1.609 0.231 0.4 2.0 -1.4 -0.4645
O -0.069 -0.413 -1.343 0.0 0.6 -1.0 -0.5039
O -0.981 -0.822 1.312 3.8 -4.2 -0.1 -0.6811
S 1.127 -0.206 -0.617 0.6 -4.1 0.3 1.0284
Cl -1.583 1.343 2.540 0.0 0.7 0.8 -0.2810
H -3.167 1.371 0.201 -0.4 0.0 0.2 0.3285
H -2.119 0.149 -0.764 -1.9 0.9 1.9 0.0668
H -3.499 -0.504 0.114 0.2 1.1 0.7 0.2453
H 1.833 1.832 0.198 -1.3 0.8 -0.2 0.3921
H 1.747 0.579 1.306 -0.9 0.0 1.1 0.3746
H 2.123 -0.997 -2.453 0.2 0.8 0.5 0.2956
H 3.401 -0.243 -1.666 0.2 0.0 0.9 0.2700
H 0.648 -1.828 0.730 -0.4 0.5 0.1 0.4929
```
Forces are in eV/Å.



# 3
DFT (ωB97M-V with the def2-TZVPD basis set) results for an isolated molecule of C4H4N2S2 at a distorted geometry.

Output
ΔE to the lowest compared entry with this formula, charge and spin ... 81.5 kcal per mole
HOMO level ... -8.34 eV
Net charge ... 0
Kohn-Sham gap ... 7.98 eV
SMILES string ... S=CN1C=CSC=N1
LUMO level ... -0.3587 eV

Geometry as XYZ:
```
12
Properties=species:S:1:pos:R:3:forces:R:3:mulliken_charge:R:1
S -2.314 0.379 -2.093 0.1 -1.0 2.5 -0.3190
C -1.907 0.069 -0.454 -0.4 2.6 -2.3 -0.0712
N -0.643 -0.093 -0.073 3.1 -0.3 2.6 0.3253
C 0.531 -0.028 -0.811 3.7 2.5 -2.2 -0.0983
C 1.853 0.033 -0.343 -4.1 -1.9 1.1 -0.4799
S 2.248 -0.523 1.390 0.4 0.9 -2.4 -0.1287
C 0.721 0.060 1.915 -0.9 -1.5 0.4 0.0080
N -0.396 0.142 1.347 -2.4 0.1 -1.5 -0.5572
H -2.462 0.426 0.438 -0.3 -0.9 -0.7 0.3376
H 0.510 0.460 -1.879 -0.8 -1.3 2.0 0.2015
H 2.590 0.294 -1.050 0.9 0.2 -0.3 0.4120
H 0.506 -0.010 2.962 0.7 0.7 0.9 0.3698
```
Forces are in eV/Å.



# 4
DFT (ωB97M-V with the def2-TZVPD basis set) results for a cluster of 6 separate species, C35H53BrClF3N6O4 in total.

Output
ΔE to the lowest compared entry with this formula, charge and spin ... 6.2 kcal per mole
HOMO level ... -8.68 eV
Net charge ... 0
Kohn-Sham gap ... 7.38 eV
SMILES string ... CC[C@@H](Br)C1=C(C(F)(F)F)C(=O)C(OCCNC[C@H](C)O)=C(Cl)C1=O.CCCC#N.CCCC#N.CCCC#N.CCCC#N.CCCC#N
LUMO level ... -1.3005 eV

Geometry as XYZ:
```
103
Properties=species:S:1:pos:R:3:forces:R:3:mulliken_charge:R:1
C 5.990 -1.434 -2.735 -0.7 -0.3 -0.2 -1.2650
C 5.014 -0.369 -3.276 0.3 0.1 -0.1 -0.4392
C 5.608 1.077 -3.285 -0.7 -0.4 -0.5 -0.3014
Br 5.939 1.541 -5.161 0.3 0.1 0.1 -0.1287
C 4.654 2.024 -2.584 0.3 0.1 0.3 0.7626
C 4.481 2.041 -1.255 0.2 0.2 -0.1 0.6152
C 5.208 1.146 -0.277 -0.2 0.3 0.2 0.7740
F 5.069 1.558 0.984 -0.1 0.1 0.0 -0.3186
F 4.689 -0.094 -0.317 0.1 -0.2 -0.1 -0.2615
F 6.524 1.065 -0.512 0.1 -0.2 -0.2 -0.3054
C 3.449 2.992 -0.688 -0.1 -0.1 -0.2 -0.4206
O 3.634 3.674 0.281 -0.1 -0.2 0.2 -0.4686
C 2.182 3.056 -1.500 -0.2 -0.2 -0.3 -0.0378
O 0.994 3.088 -0.867 0.0 0.0 -0.1 -0.5151
C 0.439 1.742 -0.771 0.5 0.2 0.4 -0.1707
C -0.788 1.744 0.109 -0.2 -0.7 -0.2 -0.8498
N -2.041 1.944 -0.621 0.0 -0.4 0.5 -0.3919
C -2.303 0.875 -1.598 0.1 0.6 -0.6 -0.6609
C -3.682 0.241 -1.465 0.0 -0.1 -0.2 0.1931
C -3.830 -0.685 -0.269 0.1 0.3 -0.3 -1.0463
O -3.906 -0.566 -2.635 -0.1 0.0 0.0 -0.4918
C 2.361 3.065 -2.824 -0.1 -0.1 0.3 0.5354
Cl 1.082 3.157 -3.953 0.0 0.1 -0.1 -0.1586
C 3.769 3.013 -3.332 -0.1 -0.1 0.1 -0.1506
O 4.166 3.731 -4.202 0.1 0.0 -0.2 -0.4997
H 5.475 -2.035 -1.985 0.2 0.1 0.2 0.2899
H 6.255 -2.135 -3.527 0.3 0.2 0.0 0.3607
H 6.891 -1.003 -2.306 0.0 -0.1 0.0 0.3076
H 4.078 -0.363 -2.718 0.1 0.0 0.1 0.2160
H 4.746 -0.626 -4.297 -0.1 0.1 0.0 0.6137
H 6.589 1.072 -2.825 0.0 0.2 0.1 0.5254
H 1.209 1.111 -0.311 0.0 0.0 0.0 0.1963
H 0.263 1.357 -1.776 -0.2 0.1 0.0 0.3903
H -0.814 0.753 0.594 0.1 0.0 0.0 0.4204
H -0.658 2.470 0.911 -0.1 0.2 -0.1 0.4162
H -2.760 1.842 0.090 0.0 0.4 0.0 0.3812
H -1.539 0.087 -1.601 -0.1 -0.1 0.2 0.2622
H -2.266 1.323 -2.599 0.1 -0.1 0.0 0.1897
H -4.424 1.049 -1.459 0.0 0.0 0.2 0.3012
H -3.020 -1.415 -0.338 -0.1 -0.1 0.3 0.2911
H -4.772 -1.223 -0.349 0.1 0.1 0.1 0.3723
H -3.807 -0.137 0.678 0.3 -0.5 -0.5 0.1562
H -4.339 -0.030 -3.305 0.1 0.0 0.0 0.3189
C 4.220 6.176 1.955 0.0 0.1 0.1 -1.0512
C 5.552 6.874 1.710 -0.2 -0.1 -0.1 -0.4580
C 6.521 6.741 2.891 -0.1 0.1 -0.1 -0.2291
C 5.967 7.341 4.107 0.1 0.0 0.1 0.2481
N 5.531 7.820 5.055 0.0 0.0 -0.1 -0.4436
H 3.690 6.618 2.802 0.1 0.0 0.0 0.4575
H 3.575 6.266 1.083 0.0 -0.1 0.0 0.2470
H 4.365 5.116 2.156 0.0 0.0 0.0 0.2587
H 5.377 7.932 1.503 0.1 0.0 0.0 0.3273
H 6.025 6.449 0.823 0.1 0.0 0.0 0.2925
H 7.466 7.238 2.668 0.0 0.0 0.0 0.3058
H 6.733 5.690 3.091 0.0 0.0 0.0 0.0800
C -4.042 -3.942 -3.491 0.0 0.0 0.1 -0.8654
C -4.256 -5.234 -2.712 0.1 0.1 -0.2 -0.6194
C -5.569 -5.242 -1.921 0.2 0.0 0.0 -0.2052
C -5.605 -4.162 -0.932 -0.2 0.0 0.1 0.3463
N -5.635 -3.324 -0.147 -0.1 -0.3 0.0 -0.4785
H -3.970 -3.076 -2.833 0.0 0.0 0.0 0.0561
H -3.116 -3.993 -4.064 0.0 0.0 0.0 0.3527
H -4.862 -3.769 -4.192 0.0 0.0 0.0 0.2991
H -3.419 -5.388 -2.027 0.0 0.0 0.0 0.3241
H -4.267 -6.079 -3.402 -0.1 -0.1 0.1 0.3537
H -5.687 -6.191 -1.396 -0.1 0.0 0.0 0.1278
H -6.419 -5.124 -2.596 0.0 0.0 0.0 0.2475
C 7.684 1.075 2.747 0.1 0.0 0.1 -0.7964
C 8.902 1.930 3.078 -0.2 0.0 -0.1 -0.4292
C 10.088 1.109 3.598 -0.2 0.1 0.0 -0.4693
C 9.741 0.398 4.830 0.1 -0.1 0.1 0.2456
N 9.468 -0.153 5.800 0.0 0.0 -0.1 -0.4235
H 7.305 0.567 3.635 0.0 0.0 0.0 0.4118
H 6.883 1.693 2.357 0.0 0.0 0.0 0.0269
H 7.927 0.319 1.997 0.0 0.0 0.0 0.2896
H 8.627 2.680 3.822 0.1 0.0 0.0 0.2902
H 9.220 2.469 2.183 0.1 0.0 0.0 0.2925
H 10.940 1.757 3.807 0.0 0.0 0.0 0.2967
H 10.399 0.375 2.853 0.0 0.0 0.0 0.2835
C -5.283 1.427 5.351 0.0 0.0 0.0 -1.1068
C -6.400 1.582 4.326 0.1 0.0 0.2 -0.4426
C -6.152 0.772 3.047 -0.1 0.1 0.1 -0.4583
C -4.923 1.197 2.382 0.1 0.1 0.0 0.2924
N -3.958 1.532 1.857 -0.2 0.3 0.5 -0.4989
H -4.333 1.798 4.965 0.0 0.0 0.0 0.3417
H -5.513 1.992 6.254 0.0 0.0 0.0 0.3301
H -5.151 0.380 5.633 0.0 0.0 0.0 0.2958
H -6.514 2.637 4.070 0.0 0.0 -0.1 0.2995
H -7.344 1.256 4.764 0.0 0.0 -0.1 0.2999
H -6.978 0.897 2.346 0.0 0.0 0.0 0.3079
H -6.067 -0.292 3.276 0.0 0.0 0.0 0.3162
C -8.991 -7.601 -0.308 0.0 0.0 0.0 -0.7976
C -10.078 -7.647 -1.375 0.1 0.1 0.2 -0.4275
C -9.771 -8.645 -2.498 0.0 0.2 0.1 -0.4427
C -8.530 -8.296 -3.191 0.1 -0.1 -0.1 0.2872
N -7.551 -8.021 -3.725 0.0 0.1 0.1 -0.4223
H -8.039 -7.269 -0.725 0.0 0.0 0.0 0.0345
H -9.261 -6.904 0.485 0.0 0.0 0.0 0.3310
H -8.841 -8.584 0.144 0.0 0.0 0.0 0.3103
H -10.210 -6.651 -1.801 0.0 0.0 -0.1 0.2867
H -11.027 -7.925 -0.913 0.0 0.0 -0.1 0.3003
H -10.580 -8.657 -3.229 0.0 0.0 0.0 0.2822
H -9.669 -9.654 -2.095 0.0 0.0 0.0 0.2809
```
Forces are in eV/Å.



# 5
DFT (ωB97M-V with the def2-TZVPD basis set) results for an isolated molecule of C3H6N2S3 at a distorted geometry.

Output
ΔE to the lowest compared entry with this formula, charge and spin ... 49.9 kcal per mole
HOMO level ... -8.72 eV
Net charge ... 0
Kohn-Sham gap ... 9.18 eV
SMILES string ... CS/C=N\S/C=N\S
LUMO level ... 0.4631 eV

Geometry as XYZ:
```
14
Properties=species:S:1:pos:R:3:forces:R:3:mulliken_charge:R:1
C 3.309 -0.795 -0.002 0.2 0.1 0.0 -0.9193
S 1.724 -0.112 0.574 0.1 0.0 -0.2 0.1356
C 1.074 0.381 -0.972 -0.9 0.5 0.2 -0.0442
N 0.023 1.073 -1.231 0.5 -0.4 0.3 -0.4706
S -0.959 1.703 0.026 0.2 -0.1 -0.2 0.0411
C -1.246 0.389 1.195 0.2 0.2 -0.4 -0.3109
N -1.589 -0.807 0.992 -0.1 -0.4 -0.3 -0.2757
S -1.861 -1.537 -0.499 0.0 -0.4 0.8 -0.0735
H 3.949 -0.020 -0.455 -0.3 -0.3 0.3 0.3167
H 3.129 -1.591 -0.732 0.1 0.1 0.3 0.3054
H 3.804 -1.209 0.893 -0.2 0.2 -0.5 0.3180
H 1.627 0.053 -1.839 0.3 -0.1 -0.2 0.3831
H -1.114 0.726 2.211 -0.1 0.0 0.4 0.4351
H -1.727 -0.534 -1.353 0.1 0.6 -0.4 0.1593
```
Forces are in eV/Å.



# 6
DFT (ωB97M-V with the def2-TZVPD basis set) results for a structure of composition C48H51MnN5O4Te2.

Output
ΔE to the lowest compared entry with this formula, charge and spin ... 24.1 kcal per mole
HOMO level (spin up / spin down) ... -9.60 / -9.61 eV
Net charge ... +1
Kohn-Sham gap (spin up / spin down) ... 5.94 / 6.58 eV
Spin multiplicity ... 5
LUMO level (spin up / spin down) ... -3.6585 / -3.0272 eV
<S²> ... 6.05

Geometry as XYZ:
```
111
Properties=species:S:1:pos:R:3:forces:R:3:mulliken_charge:R:1
Mn -0.367 0.494 -0.835 0.0 0.1 0.6 0.0706
C -5.774 -3.504 -3.129 0.1 0.0 0.0 -1.5581
C -4.663 -2.530 -2.827 -0.1 0.0 0.0 0.0096
C -4.380 -1.462 -3.675 0.0 0.0 -0.1 -0.7633
C -3.335 -0.586 -3.434 -0.1 0.1 -0.2 0.8330
C -3.144 0.587 -4.362 0.1 -0.1 0.1 -0.3633
O -4.120 1.198 -4.733 0.0 0.0 0.0 -0.6084
C -1.773 0.979 -4.829 -0.1 -0.1 0.0 0.3073
C -1.614 2.240 -5.398 0.0 0.1 0.0 -0.4026
C -0.372 2.646 -5.862 0.0 0.0 0.0 -0.7593
C 0.719 1.788 -5.765 0.0 0.0 0.0 -0.3841
C 0.559 0.521 -5.219 0.0 0.0 0.0 -0.7536
C -0.685 0.117 -4.757 0.0 -0.1 0.0 -0.0271
C -2.576 -0.737 -2.274 0.4 0.1 0.3 -0.4355
O -1.581 0.113 -2.057 -0.5 0.1 -0.7 -0.3956
C -2.874 -1.751 -1.359 0.1 -0.1 0.2 0.8593
C -3.903 -2.653 -1.679 0.1 0.0 0.1 -0.8245
C -2.170 -1.828 -0.072 -0.1 0.0 0.0 0.2605
N -1.260 -0.985 0.317 0.3 0.2 -0.1 -0.0349
C -0.701 -1.048 1.695 -0.2 0.1 -0.1 0.6845
C -1.039 0.227 2.458 -0.1 -0.1 -0.1 -0.6632
Te 0.074 0.444 4.275 0.0 -0.1 0.1 0.1891
C -1.097 -1.056 5.205 -0.1 0.1 -0.1 -0.2127
C -2.273 -0.706 5.864 0.0 -0.1 0.0 -0.3899
C -3.124 -1.693 6.346 0.0 0.0 0.0 -0.5573
C -2.808 -3.034 6.168 0.0 0.0 0.0 -0.5242
C -1.626 -3.387 5.531 0.0 0.0 0.0 -0.4517
C -0.770 -2.402 5.053 0.0 0.0 0.1 -0.1685
C -2.576 -2.963 0.817 0.1 0.1 0.0 -0.6420
C -1.785 -4.105 0.852 0.0 0.0 0.0 0.3531
C -2.165 -5.182 1.641 0.0 0.0 0.0 -1.0020
C -3.326 -5.114 2.400 0.0 0.0 0.0 -0.4710
C -4.107 -3.967 2.372 0.0 0.0 0.0 -1.0059
C -3.738 -2.891 1.577 0.0 0.1 0.0 0.3116
H -6.375 -3.165 -3.971 0.0 0.0 0.0 0.4071
H -6.432 -3.626 -2.269 0.0 0.0 0.0 0.3699
H -5.374 -4.489 -3.377 0.0 0.0 0.0 0.3206
H -4.983 -1.296 -4.561 0.0 0.0 0.0 0.4772
H -2.480 2.886 -5.475 0.0 0.0 0.0 0.6374
H -0.256 3.625 -6.312 0.0 0.0 0.0 0.4772
H 1.689 2.098 -6.133 0.0 0.0 0.0 0.4378
H 1.401 -0.155 -5.158 0.0 0.0 0.0 0.4436
H -0.804 -0.878 -4.347 0.0 0.0 0.0 0.4070
H -4.120 -3.467 -1.000 0.0 0.0 0.0 0.6286
H 0.376 -1.200 1.627 0.1 0.1 -0.1 -0.3111
H -1.126 -1.884 2.235 0.0 -0.2 0.1 0.5618
H -2.092 0.223 2.743 0.0 0.1 -0.1 0.6535
H -0.825 1.125 1.881 0.1 -0.1 0.1 -0.8728
H -2.525 0.338 6.002 0.0 0.0 0.0 0.4163
H -4.035 -1.413 6.862 0.0 0.0 0.0 0.4065
H -3.478 -3.802 6.533 0.0 0.0 0.0 0.4270
H -1.366 -4.431 5.406 0.0 0.0 0.0 0.4312
H 0.156 -2.683 4.565 0.0 0.0 0.0 0.4889
H -0.878 -4.152 0.260 0.0 0.0 0.0 0.5662
H -1.553 -6.075 1.661 0.0 0.0 0.0 0.4332
H -3.621 -5.955 3.013 0.0 0.0 0.0 0.4390
H -5.010 -3.908 2.967 0.0 0.0 0.0 0.4711
H -4.348 -1.995 1.549 0.0 0.0 0.0 0.5062
C 1.153 6.133 -0.036 0.0 0.0 -0.1 -0.8518
C -0.234 6.012 -0.655 0.0 -0.1 0.0 -0.9615
N -0.378 4.788 -1.456 0.0 0.1 0.0 0.3462
C -0.175 4.942 -2.900 0.0 0.0 0.0 -0.8239
C -1.466 5.344 -3.600 0.0 0.0 0.0 -1.0645
C -0.603 3.602 -0.875 0.0 0.0 0.1 1.5198
C -1.066 3.593 0.557 0.1 0.0 -0.1 -1.7723
N -0.496 2.453 -1.483 0.1 -0.3 0.0 0.7053
H 1.235 7.054 0.542 0.0 0.0 0.0 0.4361
H 1.920 6.149 -0.813 0.0 0.0 0.0 0.3164
H 1.358 5.292 0.629 0.0 0.0 0.0 0.0297
H -0.413 6.851 -1.325 -0.1 0.0 0.0 0.4603
H -1.004 6.051 0.111 0.0 0.0 0.0 0.4818
H 0.210 4.022 -3.334 0.1 0.0 0.0 0.4938
H 0.599 5.696 -3.046 0.0 0.0 0.0 0.3831
H -2.196 4.535 -3.552 0.0 0.0 0.0 0.1707
H -1.275 5.577 -4.649 0.0 0.0 0.0 0.3987
H -1.902 6.228 -3.133 0.0 0.0 0.0 0.4163
H -1.931 4.245 0.674 0.0 0.0 0.0 0.6697
H -0.288 3.906 1.252 0.0 0.0 0.0 0.2293
H -1.365 2.585 0.826 0.0 0.1 0.0 0.0524
H -0.227 2.493 -2.461 -0.1 0.1 -0.1 -0.9055
C 4.310 -2.309 3.213 0.0 0.0 0.0 -1.1292
Te 3.402 -0.673 2.177 0.3 -0.7 0.3 0.1231
C 4.429 -1.456 0.462 0.3 0.0 0.0 -0.8546
C 5.504 -2.367 1.002 -0.1 -0.1 0.1 0.4536
C 6.544 -2.813 0.190 0.0 0.0 0.0 -0.6263
C 7.502 -3.683 0.686 0.0 0.0 0.0 -0.6074
C 7.431 -4.111 2.006 0.0 0.0 0.0 -0.5431
C 6.407 -3.660 2.823 0.0 0.0 0.0 -0.7664
C 5.438 -2.788 2.329 0.0 0.0 0.0 0.6855
H 3.569 -3.090 3.378 0.0 0.0 0.0 0.4149
H 4.670 -1.971 4.182 0.0 0.0 0.0 0.5204
H 4.841 -0.642 -0.133 0.1 -0.3 0.2 0.3172
H 3.720 -2.002 -0.160 0.0 0.0 0.0 0.4418
H 6.605 -2.472 -0.838 0.0 0.0 0.0 0.4366
H 8.306 -4.023 0.045 0.0 0.0 0.0 0.3993
H 8.178 -4.789 2.399 0.0 0.0 0.0 0.3971
H 6.358 -3.981 3.858 0.0 0.0 0.0 0.4375
C 3.837 3.017 1.930 0.0 0.0 -0.1 -0.9390
N 3.259 2.172 0.883 -0.1 0.2 -0.2 0.7573
C 3.988 1.767 -0.192 -0.2 0.3 0.0 0.0746
C 3.477 0.979 -1.160 -0.1 0.3 -0.2 -1.5331
C 2.120 0.574 -1.008 -0.1 -0.1 0.0 1.6950
O 1.461 -0.127 -1.827 -0.2 0.2 0.0 -0.6323
N 1.405 0.975 0.078 -0.1 0.0 0.0 1.2562
C 1.925 1.784 1.053 -0.1 0.2 -0.2 -1.5456
O 1.298 2.170 2.025 0.0 0.1 0.0 -0.4935
H 4.872 3.225 1.672 0.0 0.0 0.0 0.3572
H 3.788 2.507 2.888 0.0 -0.1 0.0 0.2998
H 3.281 3.948 2.012 0.0 0.0 -0.1 0.2091
H 5.007 2.127 -0.227 0.0 0.0 0.0 0.3834
H 4.047 0.669 -2.022 0.0 0.0 0.0 0.5776
```
Forces are in eV/Å.